{"formula": "C33H73BNO24", "method": "ωB97M-V/def2-TZVPD", "e_tot_ha": -3186.39980, "lumo_energy_ev": 2.34, "total_charge": -1, "homo_energy_ev": -6.62, "species": ["O", "C", "O", "B", "O", "C", "O", "O", "C", "O", "C", "O", "O", "C", "N", "O", "O", "H", "H", "H", "C", "O", "C", "C", "O", "C", "H", "H", "H", "H", "H", "H", "H", "H", "H", "H", "C", "O", "C", "C", "O", "C", "H", "H", "H", "H", "H", "H", "H", "H", "H", "H", "C", "O", "C", "C", "O", "C", "H", "H", "H", "H", "H", "H", "H", "H", "H", "H", "C", "O", "C", "C", "O", "C", "H", "H", "H", "H", "H", "H", "H", "H", "H", "H", "C", "O", "C", "C", "O", "C", "H", "H", "H", "H", "H", "H", "H", "H", "H", "H", "C", "O", "C", "C", "O", "C", "H", "H", "H", "H", "H", "H", "H", "H", "H", "H", "C", "O", "C", "C", "O", "C", "H", "H", "H", "H", "H", "H", "H", "H", "H", "H"], "positions_angstrom": [[4.77, -7.40, 17.50], [4.65, -6.37, 18.11], [4.41, -5.17, 17.72], [4.41, -4.20, 18.85], [4.70, -5.05, 20.01], [4.88, -6.31, 19.66], [5.07, -7.26, 20.36], [3.16, -3.45, 18.95], [3.36, -2.16, 18.99], [2.52, -1.32, 19.10], [4.92, -1.95, 18.91], [5.41, -3.15, 18.70], [5.52, -0.92, 18.92], [8.64, -1.53, 19.49], [8.58, -3.05, 19.42], [8.90, -3.57, 18.38], [8.29, -3.61, 20.45], [7.84, -1.35, 20.21], [8.34, -1.13, 18.53], [9.61, -1.20, 19.83], [-1.44, 2.79, 20.15], [-0.54, 3.09, 21.20], [0.80, 2.73, 20.86], [1.37, 3.58, 19.71], [1.06, 3.03, 18.43], [1.62, 1.73, 18.25], [-2.47, 2.96, 20.50], [-1.47, 1.71, 19.96], [-1.23, 3.31, 19.22], [0.96, 1.65, 20.84], [1.33, 3.08, 21.75], [2.44, 3.80, 19.81], [0.83, 4.52, 19.76], [1.74, 1.65, 17.16], [0.93, 0.93, 18.49], [2.64, 1.61, 18.63], [4.74, -7.79, 24.49], [4.87, -6.57, 23.80], [6.24, -6.39, 23.47], [6.50, -5.17, 22.59], [5.42, -4.27, 22.85], [5.79, -2.93, 22.57], [3.69, -8.05, 24.40], [4.95, -7.76, 25.56], [5.27, -8.63, 24.02], [6.58, -7.23, 22.85], [6.79, -6.35, 24.42], [6.58, -5.49, 21.55], [7.48, -4.73, 22.80], [5.49, -2.38, 23.47], [5.26, -2.52, 21.71], [6.86, -2.71, 22.52], [-2.46, -9.86, 18.33], [-1.25, -9.45, 17.80], [-0.54, -8.53, 18.58], [0.48, -7.83, 17.66], [1.08, -6.71, 18.29], [0.33, -5.51, 18.23], [-3.11, -9.00, 18.57], [-2.36, -10.25, 19.36], [-3.01, -10.52, 17.67], [0.02, -9.00, 19.39], [-1.15, -7.75, 19.03], [0.06, -7.53, 16.70], [1.36, -8.46, 17.50], [0.43, -5.00, 17.27], [0.77, -4.82, 18.96], [-0.68, -5.68, 18.60], [5.14, -9.43, 13.48], [6.45, -8.97, 13.74], [6.56, -8.26, 14.93], [8.00, -7.83, 15.15], [8.11, -6.90, 16.21], [9.30, -7.04, 16.94], [4.68, -9.70, 14.44], [5.19, -10.34, 12.89], [4.50, -8.67, 13.03], [6.27, -8.91, 15.77], [5.92, -7.37, 15.01], [8.48, -7.44, 14.25], [8.59, -8.73, 15.37], [9.33, -8.00, 17.46], [9.36, -6.28, 17.72], [10.19, -7.00, 16.31], [2.06, -5.26, 13.70], [2.88, -4.10, 13.64], [3.19, -3.63, 14.96], [4.25, -2.57, 14.85], [3.77, -1.49, 14.08], [4.64, -0.39, 14.06], [2.07, -5.74, 12.72], [1.07, -4.92, 14.03], [2.48, -5.95, 14.44], [3.62, -4.48, 15.49], [2.30, -3.23, 15.45], [5.19, -2.90, 14.41], [4.38, -2.24, 15.90], [4.32, 0.33, 13.33], [5.70, -0.66, 13.89], [4.74, 0.05, 15.07], [2.33, -14.13, 19.16], [3.68, -14.36, 19.57], [4.17, -13.44, 20.53], [4.42, -12.04, 20.00], [3.17, -11.39, 19.90], [3.28, -10.19, 19.18], [2.07, -15.04, 18.62], [2.33, -13.31, 18.44], [1.69, -13.92, 20.02], [5.04, -13.87, 21.01], [3.41, -13.40, 21.32], [5.00, -12.06, 19.07], [5.09, -11.49, 20.68], [3.23, -10.21, 18.08], [4.24, -9.73, 19.40], [2.53, -9.43, 19.44], [2.90, -1.84, 24.18], [2.99, -3.08, 23.53], [2.18, -3.18, 22.38], [1.69, -4.61, 22.14], [2.66, -5.58, 22.50], [2.17, -6.84, 22.12], [3.74, -1.78, 24.87], [1.99, -1.68, 24.77], [2.97, -1.02, 23.45], [2.69, -2.89, 21.45], [1.32, -2.51, 22.47], [1.26, -4.71, 21.14], [0.96, -4.76, 22.95], [2.83, -7.66, 22.40], [2.05, -6.86, 21.03], [1.24, -7.12, 22.63]]}

{"formula": "C4H8N2", "method": "ωB97M-V/def2-TZVPD", "e_tot_ha": -266.58374, "smiles": "C[C@H]1CC=NN1", "lumo_energy_ev": 1.04, "total_charge": 0, "homo_energy_ev": -8.99, "species": ["C", "C", "C", "C", "H", "H", "H", "H", "H", "H", "H", "H", "N", "N"], "positions_angstrom": [[-0.44, -1.79, -0.72], [-0.09, -0.65, 0.16], [1.13, 0.05, -0.42], [0.86, 1.32, 0.36], [-0.35, -1.56, -1.93], [0.14, -2.79, -0.37], [-1.73, -1.85, -0.56], [0.25, -1.09, 1.08], [0.94, -0.19, -1.54], [2.22, -0.43, -0.38], [1.32, 2.30, 0.40], [-1.72, 0.06, 0.93], [-0.35, 1.39, 0.61], [-1.05, 0.33, 0.25]]}

Listing energy above the lowest of the compared OMol25 structures with the same formula, charge and spin for the structures above in their given order: 0.7227; 3.7623 eV.